No. 1
{"formula": "C4H6O", "method": "the ωB97M-V functional and the def2-TZVPD basis", "species": ["C", "C", "C", "C", "O", "H", "H", "H", "H", "H", "H"], "coordinates": [[2.393, 0.308, 0.006], [1.210, 0.533, -0.044], [-0.232, 0.764, -0.172], [-1.054, -0.537, -0.280], [-1.554, -0.974, 0.964], [3.443, 0.122, 0.052], [-0.403, 1.393, -1.052], [-0.611, 1.323, 0.692], [-0.448, -1.315, -0.768], [-1.934, -0.361, -0.903], [-0.808, -1.258, 1.505]], "forces_ev_per_a": [[-0.5, 0.1, 0.0], [0.5, -0.1, 0.0], [0.0, 0.1, 0.0], [0.0, 0.1, -0.4], [0.2, -0.1, 0.2], [-0.2, 0.0, 0.0], [0.0, -0.1, 0.1], [0.1, 0.0, -0.1], [-0.1, 0.1, 0.1], [0.1, 0.0, 0.1], [-0.1, 0.0, 0.0]], "lowdin_charge": [0.10, -0.16, -0.19, -0.27, -0.07, 0.02, 0.12, 0.12, 0.12, 0.12, 0.09], "largest_force_ev_per_a": 0.484, "lumo_energy_ev": 1.0, "smiles": "C#CCCO", "energy_ha": -231.17304}


No. 2
{"formula": "C4H6O2", "method": "the ωB97M-V functional and the def2-TZVPD basis", "species": ["C", "O", "C", "C", "C", "O", "H", "H", "H", "H", "H", "H"], "coordinates": [[1.427, 0.687, -0.129], [1.431, -0.055, 1.075], [0.761, -0.584, -0.135], [-0.605, -0.713, 0.275], [-1.549, 0.343, 0.038], [-1.302, -0.563, -1.020], [0.874, 1.618, -0.203], [2.410, 0.682, -0.573], [1.104, -1.440, -0.737], [-0.776, -1.520, 1.004], [-1.242, 1.383, -0.035], [-2.533, 0.161, 0.440]], "forces_ev_per_a": [[0.4, 0.5, -0.4], [0.8, -0.6, -0.5], [1.1, -0.1, 1.6], [-0.9, -0.6, -1.4], [-0.5, 0.4, 0.2], [-0.9, -0.7, 0.5], [0.1, 0.0, 0.3], [0.1, 0.3, -0.4], [0.5, 0.3, 0.7], [-0.5, 0.1, -0.8], [-0.1, -0.1, -0.3], [-0.2, 0.4, 0.4]], "lowdin_charge": [-0.13, -0.03, -0.24, -0.24, -0.12, -0.03, 0.11, 0.12, 0.17, 0.17, 0.11, 0.12], "largest_force_ev_per_a": 1.968, "lumo_energy_ev": 1.1, "smiles": "C1O[C@H]1[C@H]1CO1", "energy_ha": -306.36862}


No. 3
{"formula": "C4H6O2", "method": "the ωB97M-V functional and the def2-TZVPD basis", "species": ["C", "C", "O", "H", "H", "C", "C", "O", "H", "H", "H", "H"], "coordinates": [[-0.092, 0.570, -1.948], [-0.700, 1.414, -1.141], [-1.177, 2.237, -0.467], [-0.279, -0.493, -1.893], [0.526, 0.990, -2.729], [0.792, -0.359, 1.338], [-0.455, -1.066, 0.895], [-1.423, -0.540, 0.397], [1.681, -0.959, 1.117], [0.887, 0.641, 0.910], [0.710, -0.277, 2.428], [-0.468, -2.157, 1.093]], "forces_ev_per_a": [[-0.1, 0.1, 0.0], [-0.2, 0.7, 0.3], [0.4, -0.7, -0.6], [0.0, 0.2, 0.0], [0.0, 0.0, 0.0], [0.0, 0.1, 0.1], [-0.3, 0.1, -0.1], [0.4, -0.4, 0.2], [-0.2, 0.1, 0.0], [-0.1, -0.2, 0.1], [0.1, 0.0, -0.1], [0.0, 0.0, 0.0]], "lowdin_charge": [0.00, -0.31, 0.16, 0.06, 0.06, -0.05, -0.30, 0.02, 0.08, 0.07, 0.09, 0.12], "largest_force_ev_per_a": 1.026, "lumo_energy_ev": 0.9, "smiles": "C=C=O.CC=O", "energy_ha": -306.43997}


No. 4
{"formula": "C4H6O2", "method": "the ωB97M-V functional and the def2-TZVPD basis", "species": ["C", "C", "O", "C", "O", "C", "H", "H", "H", "H", "H", "H"], "coordinates": [[-0.853, 0.867, -0.290], [0.420, 1.236, -0.161], [1.469, 0.518, -0.388], [1.270, -0.754, 0.100], [0.079, -1.254, -0.515], [-1.080, -0.598, -0.083], [-1.716, 1.514, -0.226], [0.529, 2.250, 0.220], [2.088, -1.368, -0.386], [1.021, -0.833, 1.187], [-1.154, -0.602, 1.042], [-2.073, -0.977, -0.498]], "forces_ev_per_a": [[0.0, -0.9, 0.5], [-3.8, 4.2, 0.1], [3.0, -0.8, 0.9], [-1.0, -2.3, -1.7], [-0.1, -1.6, -0.3], [-1.1, 0.6, 0.5], [0.3, 0.4, 0.4], [0.9, 0.2, -0.8], [-0.8, 0.4, 1.4], [1.2, 0.4, -0.4], [-0.3, -0.8, -0.7], [1.7, 0.0, 0.2]], "lowdin_charge": [-0.06, -0.23, 0.00, -0.19, -0.11, -0.23, 0.10, 0.13, 0.17, 0.16, 0.13, 0.14], "largest_force_ev_per_a": 5.695, "lumo_energy_ev": 0.9, "smiles": "C1=COCOC1", "energy_ha": -306.40177}


No. 5
{"formula": "C4H6O2", "method": "the ωB97M-V functional and the def2-TZVPD basis", "species": ["C", "C", "O", "C", "C", "O", "H", "H", "H", "H", "H", "H"], "coordinates": [[-1.336, 0.531, 0.447], [-0.676, -0.638, -0.200], [-0.093, -0.670, -1.499], [0.775, -0.686, -0.381], [1.717, 0.469, -0.209], [2.023, 0.851, 0.896], [-1.546, 0.236, 1.484], [-0.664, 1.390, 0.484], [-2.274, 0.782, -0.042], [-1.132, -1.610, 0.014], [1.052, -1.595, 0.127], [2.153, 0.940, -1.120]], "forces_ev_per_a": [[-0.2, 0.2, -0.2], [-0.2, 0.1, 0.3], [0.1, 0.0, -0.2], [-0.3, 0.0, 0.7], [-0.1, 0.0, 0.6], [0.1, -0.1, -0.4], [0.0, 0.1, -0.2], [-0.2, 0.1, -0.1], [-0.1, 0.2, 0.0], [0.1, 0.3, 0.1], [1.2, -0.7, -0.9], [-0.3, -0.2, 0.2]], "lowdin_charge": [-0.03, -0.31, 0.02, -0.24, -0.19, 0.06, 0.10, 0.08, 0.08, 0.15, 0.15, 0.14], "largest_force_ev_per_a": 1.607, "lumo_energy_ev": 0.7, "smiles": "C[C@H]1O[C@H]1C=O", "energy_ha": -306.41764}


No. 6
{"formula": "C4H6O2", "method": "the ωB97M-V functional and the def2-TZVPD basis", "species": ["C", "O", "C", "C", "O", "C", "H", "H", "H", "H", "H", "H"], "coordinates": [[-1.258, -0.265, -0.048], [-0.786, 0.711, -0.965], [0.516, 1.074, -0.571], [1.139, -0.278, -0.001], [0.802, -0.088, 1.378], [-0.041, -0.903, 0.576], [-1.895, 0.163, 0.733], [-1.831, -0.997, -0.628], [1.019, 1.599, -1.377], [0.422, 1.786, 0.270], [2.002, -0.947, -0.159], [-0.093, -1.899, 0.996]], "forces_ev_per_a": [[-0.2, -0.1, 0.3], [-0.3, 0.0, -0.2], [0.8, -0.5, -0.3], [-0.2, 1.0, 0.5], [0.0, -0.5, 1.0], [-0.4, -0.2, 0.1], [-0.1, 0.2, -0.1], [0.0, 0.0, 0.2], [0.0, -0.4, -0.4], [0.5, -0.5, -0.2], [-0.1, 1.2, -0.5], [0.0, -0.3, -0.6]], "lowdin_charge": [-0.14, -0.12, -0.12, -0.14, -0.04, -0.24, 0.13, 0.13, 0.12, 0.13, 0.15, 0.15], "largest_force_ev_per_a": 1.294, "lumo_energy_ev": 1.1, "smiles": "C1OC[C@H]2O[C@@H]12", "energy_ha": -306.40569}


No. 7
{"formula": "C4H6O2", "method": "the ωB97M-V functional and the def2-TZVPD basis", "species": ["O", "C", "C", "C", "C", "O", "H", "H", "H", "H", "H", "H"], "coordinates": [[1.350, 1.210, 0.723], [1.728, 0.406, -0.097], [0.873, -0.733, -0.637], [-0.468, -0.806, -0.012], [-1.998, 0.750, 0.486], [-1.370, 0.085, -0.451], [2.758, 0.461, -0.513], [1.429, -1.668, -0.485], [0.791, -0.589, -1.724], [-0.614, -1.107, 1.024], [-3.019, 1.038, 0.287], [-1.460, 0.952, 1.400]], "forces_ev_per_a": [[0.2, -0.5, -0.5], [-0.2, 0.3, 0.3], [0.0, -0.1, 0.0], [0.5, -0.4, 0.3], [-0.9, 0.8, 1.0], [0.3, -0.3, -1.1], [-0.1, 0.0, 0.0], [0.0, 0.1, 0.0], [0.0, 0.0, 0.1], [0.2, 0.0, -0.1], [0.1, 0.1, -0.1], [-0.2, 0.0, 0.0]], "lowdin_charge": [0.05, -0.24, -0.14, -0.16, -0.03, -0.10, 0.12, 0.12, 0.13, 0.11, 0.07, 0.07], "largest_force_ev_per_a": 1.560, "lumo_energy_ev": [0.8, 0.5], "energy_ha": -306.34307}


No. 8
{"formula": "C4H6O2", "method": "the ωB97M-V functional and the def2-TZVPD basis", "species": ["O", "C", "C", "C", "O", "C", "H", "H", "H", "H", "H", "H"], "coordinates": [[1.020, 2.326, 0.252], [0.482, 1.224, -0.003], [-0.817, 1.715, -0.076], [-0.870, -1.369, 0.103], [0.322, -1.098, -0.614], [1.118, -0.132, 0.007], [-1.104, 2.135, -1.048], [-1.499, -0.473, 0.204], [-0.649, -1.744, 1.115], [-1.414, -2.130, -0.461], [2.065, -0.072, -0.538], [1.345, -0.382, 1.058]], "forces_ev_per_a": [[-0.2, -0.4, -0.1], [-0.1, 0.4, 0.1], [0.4, 0.1, -0.1], [-0.2, -0.1, 0.1], [0.0, -0.1, 0.0], [0.1, 0.1, 0.0], [0.1, -0.1, 0.1], [0.0, -0.2, 0.0], [0.0, 0.0, -0.2], [0.1, 0.1, 0.1], [-0.1, 0.0, 0.1], [0.0, 0.0, -0.1]], "lowdin_charge": [0.06, -0.49, 0.23, -0.09, -0.17, -0.15, 0.06, 0.07, 0.10, 0.10, 0.15, 0.15], "largest_force_ev_per_a": 0.438, "lumo_energy_ev": -0.2, "energy_ha": -306.32161}


No. 9
{"formula": "C4H6O2", "method": "the ωB97M-V functional and the def2-TZVPD basis", "species": ["O", "C", "C", "C", "C", "O", "H", "H", "H", "H", "H", "H"], "coordinates": [[-0.966, 1.221, -2.121], [-0.491, 0.600, -1.212], [-0.513, 0.945, 0.276], [0.038, -0.312, 0.945], [0.790, -1.014, -0.192], [0.173, -0.566, -1.402], [0.083, 1.851, 0.433], [-1.535, 1.165, 0.584], [0.670, -0.126, 1.817], [-0.807, -0.925, 1.257], [0.706, -2.103, -0.158], [1.850, -0.736, -0.226]], "forces_ev_per_a": [[0.2, -0.3, 0.4], [-0.2, 0.3, -0.2], [0.1, 0.0, -0.1], [0.0, 0.0, 0.1], [0.1, -0.1, 0.2], [0.0, 0.1, -0.1], [0.0, -0.2, 0.0], [0.1, 0.1, -0.1], [-0.1, 0.0, -0.2], [0.1, -0.1, 0.1], [0.0, 0.2, 0.0], [-0.1, 0.0, 0.0]], "lowdin_charge": [0.12, -0.48, -0.08, -0.15, -0.16, 0.02, 0.13, 0.12, 0.11, 0.11, 0.12, 0.13], "largest_force_ev_per_a": 0.527, "lumo_energy_ev": 0.9, "smiles": "O=C1CCCO1", "energy_ha": -306.50583}


No. 10
{"formula": "C4H6O2", "method": "the ωB97M-V functional and the def2-TZVPD basis", "species": ["O", "C", "C", "C", "O", "C", "H", "H", "H", "H", "H", "H"], "coordinates": [[-2.379, 0.188, 0.125], [-1.095, -0.075, 0.330], [0.018, 0.941, 0.395], [0.868, -0.346, 0.616], [2.049, -0.529, 0.770], [-0.341, -1.183, 0.531], [-2.883, -0.639, 0.124], [1.917, 0.573, -2.392], [-0.016, 1.634, 1.241], [0.226, 1.484, -0.532], [2.175, 0.198, -1.803], [-0.538, -2.246, 0.594]], "forces_ev_per_a": [[0.0, -0.2, 0.0], [0.1, 0.0, 0.0], [0.0, 0.2, 0.0], [0.4, -0.1, 0.1], [-0.5, 0.1, 0.0], [0.0, 0.0, 0.0], [0.0, 0.1, 0.0], [0.0, 0.0, 0.0], [0.0, -0.1, -0.1], [0.0, -0.1, 0.1], [0.0, 0.0, -0.1], [0.0, 0.1, 0.0]], "lowdin_charge": [0.12, -0.32, -0.02, -0.43, 0.06, 0.07, 0.13, 0.04, 0.12, 0.10, 0.03, 0.11], "largest_force_ev_per_a": 0.533, "lumo_energy_ev": 0.4, "energy_ha": -306.41379}